1.
Formula: C2H3NO2
Source: the Open Molecules 2025 dataset
Level of theory: ωB97M-V/def2-TZVPD

The value obtained for the HOMO energy is -10.1 eV. The structure (SMILES) is NC(=O)C=O. As for the charge: 0. Its spin multiplicity is 1. Its orbital gap is 10.0478 eV.

CARTESIAN COORDINATES (ANGSTROEM)
N -1.151 -0.180 0.273
C -0.070 0.526 -0.116
O -0.061 1.717 -0.370
C 1.247 -0.245 -0.197
O 1.494 -1.227 0.456
H -2.024 0.307 0.398
H -1.105 -1.163 0.485
H 1.974 0.230 -0.879

Let us look at the natural (NBO) charges, expressed in e, one per atom: number 1, N, carries -0.801; number 2, C, carries 0.551; number 3, O, carries -0.577; number 4, C, carries 0.355; number 5, O, carries -0.487; number 6, H, carries 0.409; number 7, H, carries 0.413; number 8, H, carries 0.137

---

2.
Formula: C2H3NO2
Source: the Open Molecules 2025 dataset
Level of theory: ωB97M-V/def2-TZVPD

The value obtained for the HOMO energy is -9.7 eV. The structure (SMILES) is O=CNC=O. As for the charge: 0. Its spin multiplicity is 1. Its orbital gap is 10.1678 eV.

CARTESIAN COORDINATES (ANGSTROEM)
C -1.181 0.307 0.145
C 1.146 0.280 0.007
H -2.091 0.978 0.305
H 0.336 1.934 -0.252
H 2.040 0.858 -0.016
N 0.038 0.977 -0.067
O -1.338 -0.851 -0.112
O 1.296 -0.915 0.052

Let us look at the natural (NBO) charges, expressed in e, one per atom: number 1, C, carries 0.528; number 2, C, carries 0.509; number 3, H, carries 0.125; number 4, H, carries 0.426; number 5, H, carries 0.102; number 6, N, carries -0.675; number 7, O, carries -0.477; number 8, O, carries -0.538

---

3.
Formula: C2H3NO2
Source: the Open Molecules 2025 dataset
Level of theory: ωB97M-V/def2-TZVPD

The value obtained for the HOMO energy is -10.9 eV. The structure (SMILES) is C=NOC=O. As for the charge: 0. Its spin multiplicity is 1. Its orbital gap is 11.7441 eV.

CARTESIAN COORDINATES (ANGSTROEM)
C -0.911 1.381 -0.496
C 0.919 -1.328 0.574
N -0.765 0.159 -0.256
O 2.049 -1.682 0.681
O 0.579 -0.158 -0.089
H -1.944 1.385 -0.771
H -0.103 2.048 -0.835
H 0.177 -1.804 1.192

Let us look at the natural (NBO) charges, expressed in e, one per atom: number 1, C, carries -0.138; number 2, C, carries 0.640; number 3, N, carries -0.105; number 4, O, carries -0.526; number 5, O, carries -0.414; number 6, H, carries 0.212; number 7, H, carries 0.205; number 8, H, carries 0.125

---

4.
Formula: C2H3NO2
Source: the Open Molecules 2025 dataset
Level of theory: ωB97M-V/def2-TZVPD

The value obtained for the HOMO energy (spin up / spin down) is -10.0 / -12.1 eV. As for the charge: 0. Its spin multiplicity is 3. Its orbital gap (spin up / spin down) is 10.7470 / 12.0374 eV.

CARTESIAN COORDINATES (ANGSTROEM)
C -1.144 3.270 1.201
C 0.500 0.727 -0.392
N -0.865 0.884 -0.250
O -0.070 3.609 0.992
O -2.184 2.851 1.384
H 1.047 0.135 0.399
H 0.730 0.406 -1.373
H 0.854 1.833 -0.481

Let us look at the natural (NBO) charges, expressed in e, one per atom: number 1, C, carries 1.025; number 2, C, carries -0.608; number 3, N, carries -0.088; number 4, O, carries -0.535; number 5, O, carries -0.489; number 6, H, carries 0.230; number 7, H, carries 0.227; number 8, H, carries 0.238

---

5.
Formula: C2H3NO2S
Source: the Open Molecules 2025 dataset
Level of theory: ωB97M-V/def2-TZVPD

The value obtained for the HOMO energy (spin up / spin down) is -5.6 / -10.9 eV. As for the charge: 0. Its spin multiplicity is 3. Its orbital gap (spin up / spin down) is 6.0573 / 8.0055 eV.

CARTESIAN COORDINATES (ANGSTROEM)
C 0.184 2.337 -0.131
C -0.614 1.446 -0.063
N -0.573 -1.138 0.183
O -2.511 -0.141 -1.401
O -2.437 0.180 1.308
S -1.703 0.095 0.093
H 0.883 3.123 -0.192
H -0.891 -1.894 0.772
H -0.376 -1.482 -0.749

Let us look at the natural (NBO) charges, expressed in e, one per atom: number 1, C, carries -0.169; number 2, C, carries -0.398; number 3, N, carries -1.001; number 4, O, carries -0.436; number 5, O, carries -0.889; number 6, S, carries 1.846; number 7, H, carries 0.237; number 8, H, carries 0.409; number 9, H, carries 0.401

---

6.
Formula: C2H3NO3
Source: the Open Molecules 2025 dataset
Level of theory: ωB97M-V/def2-TZVPD

The value obtained for the HOMO energy (spin up / spin down) is 2.0 / 1.2 eV. As for the charge: -2. Its spin multiplicity is 1. Its orbital gap (spin up / spin down) is 5.4980 / 6.2817 eV.

CARTESIAN COORDINATES (ANGSTROEM)
C 1.953 -0.369 -0.073
C 0.574 0.159 0.111
N -1.576 -1.236 -0.358
O 2.517 0.037 -1.116
O -2.696 -0.566 -0.295
O 2.521 -1.095 0.779
H 0.325 0.999 -0.604
H 0.336 0.489 1.126
H -0.885 -0.782 -1.091

Let us look at the natural (NBO) charges, expressed in e, one per atom: number 1, C, carries 0.669; number 2, C, carries -0.536; number 3, N, carries -0.351; number 4, O, carries -0.835; number 5, O, carries -0.655; number 6, O, carries -0.833; number 7, H, carries 0.142; number 8, H, carries 0.142; number 9, H, carries 0.255

---

7.
Formula: C2H3NO3
Source: the Open Molecules 2025 dataset
Level of theory: ωB97M-V/def2-TZVPD

The value obtained for the HOMO energy is -9.6 eV. As for the charge: 0. Its spin multiplicity is 1. Its orbital gap is 8.9024 eV.

CARTESIAN COORDINATES (ANGSTROEM)
O 2.508 -0.362 -1.242
C 1.512 0.272 -0.944
N 0.365 -0.103 -0.293
C -1.156 -0.015 0.871
O -1.653 1.110 0.435
O -1.515 -1.026 1.289
H 1.833 1.315 -0.681
H 0.471 -1.027 0.131
H -1.292 1.010 -0.476

Let us look at the natural (NBO) charges, expressed in e, one per atom: number 1, O, carries -0.571; number 2, C, carries 0.501; number 3, N, carries -0.922; number 4, C, carries 1.038; number 5, O, carries -0.640; number 6, O, carries -0.430; number 7, H, carries 0.100; number 8, H, carries 0.378; number 9, H, carries 0.546

---

8.
Formula: C2H3NO3
Source: the Open Molecules 2025 dataset
Level of theory: ωB97M-V/def2-TZVPD

The value obtained for the HOMO energy is -10.3 eV. The structure (SMILES) is [H]/N=C/OC(=O)O. As for the charge: 0. Its spin multiplicity is 1. Its orbital gap is 11.0287 eV.

CARTESIAN COORDINATES (ANGSTROEM)
N -0.088 1.184 0.475
C 0.630 -0.598 -0.308
C -1.132 0.688 -0.087
O 0.709 -1.650 0.531
O 1.513 -0.239 -1.029
O -0.912 -0.468 -0.649
H 1.535 -2.101 0.289
H -0.091 2.156 0.772
H -2.164 1.029 0.005

Let us look at the natural (NBO) charges, expressed in e, one per atom: number 1, N, carries -0.731; number 2, C, carries 0.998; number 3, C, carries 0.437; number 4, O, carries -0.683; number 5, O, carries -0.585; number 6, O, carries -0.506; number 7, H, carries 0.505; number 8, H, carries 0.383; number 9, H, carries 0.182

---

Number 1: strongest force on any atom 0.6 eV Å⁻¹, DFT total energy -283.24832 Eh. Number 2: strongest force on any atom 4.5 eV Å⁻¹, DFT total energy -283.21966 Eh. Number 3: strongest force on any atom 2.3 eV Å⁻¹, DFT total energy -283.15385 Eh. Number 4: strongest force on any atom 2.5 eV Å⁻¹, DFT total energy -283.15095 Eh. Number 5: strongest force on any atom 4.7 eV Å⁻¹, DFT total energy -681.10608 Eh. Number 6: strongest force on any atom 1.9 eV Å⁻¹, DFT total energy -358.28092 Eh. Number 7: strongest force on any atom 5.0 eV Å⁻¹, DFT total energy -358.37699 Eh. Number 8: strongest force on any atom 2.4 eV Å⁻¹, DFT total energy -358.44856 Eh.